No. 1
The following is a quantum chemistry calculation of C60H52BrN4O5ReS4 as an isolated structure at a distorted geometry, from the OMol25 dataset.

Structure (XYZ):
```
127
Properties=species:S:1:pos:R:3:forces:R:3:lowdin_charge:R:1
N 1.125774 -0.492119 2.146220 -0.80 -0.33 0.07 0.16
H 3.475572 -1.694825 2.264112 -0.03 -0.12 -0.11 0.07
H -4.049714 3.935728 3.981255 0.06 0.07 0.02 0.09
H 1.827280 4.081670 1.421477 0.02 -0.04 0.07 0.10
C 7.318025 2.377352 -3.808374 0.14 -0.03 -0.02 -0.08
H -7.220320 1.099308 -0.352377 -0.22 -0.04 0.08 0.12
H 0.696137 -4.088376 -5.817518 -0.01 -0.04 -0.25 0.07
H 1.437450 4.084964 -2.243646 -0.02 -0.01 0.07 0.13
H -1.619829 -3.346136 -0.744607 -0.09 0.12 0.02 0.10
C 2.416790 -4.230903 -4.462970 -0.10 -0.04 -0.25 -0.16
C 0.300249 -4.290587 -0.581079 0.00 -0.06 0.38 -0.47
C 2.811718 2.447582 -1.829499 1.07 -0.34 -0.28 -0.53
H -3.605478 4.983903 -1.304415 0.11 0.01 0.08 0.12
H 8.851362 1.063112 -3.087144 0.10 -0.04 -0.04 0.10
C -4.909348 3.345734 -0.043753 0.26 0.21 0.16 -0.12
C 2.377244 0.139586 2.217643 1.10 0.62 0.19 -0.19
H -3.439511 -0.555246 0.604961 -0.05 0.06 -0.03 0.12
H -3.384893 -2.987974 1.490048 -0.06 0.02 -0.09 0.12
C 1.142005 -3.980075 -4.848768 -0.30 0.14 0.18 -0.38
C -3.515226 1.163283 4.208016 -0.16 0.15 -0.10 -0.05
H -2.585899 1.716491 4.089609 0.17 0.02 -0.02 0.09
C -5.449283 2.259491 -1.071977 -0.08 -0.16 -0.20 -0.18
H 1.765874 -2.087451 3.215396 0.03 0.10 -0.05 0.14
C -3.369032 1.502400 1.300541 0.09 0.45 0.11 -0.11
C 1.552821 3.131656 -1.720232 -1.00 0.42 0.19 -0.20
C -3.490300 0.773963 -1.059275 -1.04 0.09 -0.21 -0.26
C 2.520987 -3.222189 -0.184627 0.04 0.31 -0.12 -0.43
C -5.958688 1.062354 3.762226 0.17 0.12 0.02 -0.03
C 1.040056 -0.380517 -3.663048 0.16 -0.07 0.12 -0.18
O 1.342769 2.268569 2.307413 0.03 -0.47 -0.07 -0.09
H -0.870966 -7.538091 -0.030192 -0.13 -0.27 0.10 0.07
H 0.300393 0.809809 -6.756218 0.03 0.07 -0.02 0.11
C -2.247643 0.981265 -2.896777 -0.47 0.28 0.30 -0.50
C 3.916443 2.955806 -2.410820 -0.95 -0.20 0.37 -0.08
C -0.945034 1.017505 -5.026678 -0.10 -0.08 0.39 -0.03
C -1.371798 -2.310031 1.813254 0.20 -0.86 0.90 -0.36
H 5.676310 -0.653487 2.307945 0.07 -0.10 -0.02 0.11
C 1.469919 3.673769 2.373514 0.01 0.34 0.00 -0.07
H 3.864939 3.189610 2.137726 -0.05 0.09 0.01 0.11
Re -0.529452 -0.460203 -0.910921 -1.15 1.63 1.00 1.79
H 7.515966 0.299191 -1.154270 0.06 -0.04 0.06 0.10
C -1.088531 0.681216 -3.679924 0.61 -0.28 -0.05 -0.25
N -0.519211 3.079625 -0.684903 -0.69 0.32 -0.38 0.04
O -1.492477 -1.341331 1.010759 0.49 1.13 -1.34 -0.17
H -4.807888 3.122166 5.352512 -0.06 -0.02 0.14 0.09
C -0.172959 -2.550771 2.582674 -0.77 -0.05 -0.46 -0.12
C -1.149525 -4.602451 3.463976 0.27 -0.13 0.10 -0.07
H 7.903409 2.736811 -4.641650 0.04 0.02 -0.06 0.11
C -1.149164 2.400657 0.446034 -0.14 1.11 0.03 -0.36
H 5.633281 3.595545 -4.289479 -0.04 0.07 -0.07 0.11
H 5.912442 -2.908167 0.652981 0.29 0.06 0.04 0.07
H -3.393061 0.163544 3.797122 0.09 -0.14 -0.08 0.08
C 3.755191 2.119017 2.181868 -0.20 0.12 -0.04 -0.02
H -1.065291 -5.498400 4.057576 0.05 -0.07 0.07 0.11
C 1.518657 -3.495220 -2.462244 -0.27 0.33 -0.18 -0.47
C 4.089425 -3.865418 1.393473 0.19 0.03 -0.01 -0.17
S 3.968396 -2.436421 -0.727505 0.01 -0.41 0.56 1.05
C 7.851266 1.439227 -2.936761 0.01 0.02 -0.03 -0.08
C -0.721062 -6.491309 -0.196100 0.23 0.00 -0.18 -0.37
C -5.408369 0.267299 0.334221 -0.15 -0.11 -0.26 -0.03
H -2.634053 1.029191 1.948085 -0.09 0.04 -0.04 0.12
C 0.186600 0.605177 -5.701167 0.09 -0.01 0.02 -0.06
C -2.657078 2.562945 0.481028 0.39 0.52 -0.11 -0.06
C 2.488097 1.544862 2.219444 0.00 -0.18 0.25 -0.24
C 4.864618 -3.112180 0.570857 -0.18 0.16 -0.29 -0.38
H 2.070480 -0.393789 -5.529495 0.09 -0.06 -0.05 0.11
H -5.849615 0.088055 3.292036 -0.02 -0.16 -0.04 0.08
C 1.243102 -3.171554 -0.995970 0.56 -1.55 -0.39 -0.55
C -3.404858 3.467417 -0.147482 0.18 -0.27 0.56 -0.24
C -4.849098 3.257810 4.274289 0.03 -0.20 -0.03 -0.04
H -5.850554 -0.536749 0.898282 -0.14 -0.10 0.11 0.12
H 3.585484 -4.141506 -2.624261 0.00 -0.02 0.15 0.09
H -5.370915 4.304396 -0.295678 0.01 0.00 -0.02 0.15
C -4.690140 1.904257 3.560269 -0.18 -0.01 0.25 -0.53
C -4.289835 1.623113 -1.764440 0.47 -0.63 -0.37 -0.41
C -0.097973 -3.745256 3.348852 -0.07 -0.07 0.10 -0.04
O 0.622717 -1.944770 -0.882707 -0.61 1.31 0.06 -0.34
C 5.825181 1.497381 -1.647616 -0.09 0.13 -0.02 -0.07
N 0.662723 2.599859 -0.973380 0.82 0.18 -0.12 -0.04
H 1.983125 -4.444519 1.515239 -0.12 -0.07 -0.04 0.08
C -2.358702 -4.310212 2.806077 0.16 0.18 0.07 -0.06
H -6.141136 0.910491 4.824184 -0.04 -0.04 0.12 0.09
C -2.466846 -3.206622 2.017069 0.05 0.25 -0.07 -0.02
C -0.103158 -0.031653 -2.950955 -0.28 0.28 0.05 -0.23
H 3.186057 -4.598292 -5.121023 0.04 -0.05 -0.11 0.11
C -3.908189 0.386738 0.326377 0.18 -0.28 -0.20 -0.12
C 7.101503 1.010575 -1.853922 0.09 0.02 -0.04 -0.08
H 0.475953 4.069276 2.580485 0.07 -0.07 -0.02 0.09
O -2.886529 4.456523 -0.937631 -0.10 0.16 -0.22 0.06
C 1.175444 -0.084170 -5.011516 0.03 0.07 0.02 -0.06
C -5.233792 3.016235 1.391347 0.17 0.13 0.24 0.00
H -5.799112 3.724303 4.030337 -0.10 0.10 -0.03 0.08
H -3.194803 -4.981636 2.931340 -0.13 -0.03 -0.05 0.12
H 2.140347 3.975141 3.183658 -0.05 -0.02 -0.06 0.10
C 2.742556 -3.910950 0.972473 0.01 0.13 -0.03 -0.17
S -3.589824 1.971668 -3.307832 0.39 -0.54 0.75 1.21
H 1.839135 -0.909581 -3.165670 0.04 -0.05 -0.04 0.06
H -3.703583 1.058512 5.274519 -0.03 -0.02 0.09 0.09
H -6.825038 1.553826 3.328308 -0.12 0.06 -0.06 0.09
H 4.450901 -4.379403 2.265504 0.16 -0.08 0.16 0.11
H 0.827575 -3.959277 3.863743 0.12 -0.02 0.13 0.12
S 0.885315 -5.904254 -0.359311 -0.59 0.13 -0.05 1.10
H -1.716375 1.587762 -5.527785 -0.06 -0.04 -0.07 0.11
C 2.632097 -3.966386 -3.089407 -0.08 0.11 0.08 -0.14
C 4.896797 1.339010 2.198926 -0.01 -0.15 0.03 -0.07
Br 2.761427 0.712527 -1.021590 0.37 0.15 -0.17 0.96
C -1.645613 -5.509586 -0.329169 -0.03 -0.28 -0.02 -0.17
S 0.166123 -3.421410 -3.549905 0.59 -0.37 -0.10 1.09
C -4.480574 2.163393 2.077216 -0.05 0.35 0.06 -0.14
C 4.792426 -0.036943 2.268190 0.09 0.15 -0.02 -0.08
H 5.863854 1.815279 2.170005 0.11 0.06 0.00 0.11
H 5.290088 1.188611 -0.766587 -0.08 -0.05 0.06 0.04
O -0.763361 1.095544 0.448208 0.47 -2.64 -0.78 -0.32
H 3.783079 3.923383 -2.885542 -0.14 0.06 0.03 0.12
C -6.145285 1.141564 -0.329234 -0.11 -0.20 -0.14 -0.03
C 0.934023 -1.700129 2.635911 0.08 0.23 0.06 0.01
H -0.836913 4.009875 -0.951359 0.22 -0.20 0.05 0.14
H -0.765790 2.843916 1.389683 -0.07 -0.31 -0.25 0.14
H -6.064591 3.538901 1.831931 -0.19 0.07 0.17 0.12
H -6.119576 2.743387 -1.782177 -0.02 -0.04 0.04 0.14
H 0.367084 0.032589 1.691459 -0.04 -0.04 0.12 0.12
C -1.057780 -4.246845 -0.563194 0.39 0.20 -0.04 -0.15
N -2.322604 0.447381 -1.674400 0.43 -0.20 -0.54 -0.03
H -2.707328 -5.666928 -0.272458 -0.19 -0.10 0.04 0.11
C 5.254405 2.410883 -2.540246 0.63 -0.19 -0.12 -0.23
C 3.542336 -0.621191 2.259399 -0.40 0.17 -0.01 -0.05
C 6.041768 2.862521 -3.608422 -0.23 -0.11 0.18 -0.04
```
Forces are in eV/Å.

Computed properties:
HOMO (alpha / beta)	-9.54 / -9.53	eV
spin multiplicity	4
Kohn-Sham gap (alpha / beta)	6.67 / 5.98	eV
total charge	+1

---

No. 2
The following is a quantum chemistry calculation of one molecule with the formula C5H9NO at a distorted geometry, from the OMol25 dataset.

Structure (XYZ):
```
16
Properties=species:S:1:pos:R:3:forces:R:3:lowdin_charge:R:1
C 2.232196 0.626138 0.193206 0.15 0.07 -0.06 -0.05
N -3.039809 -1.649920 1.161136 0.79 0.65 -0.27 0.11
H 2.157425 0.353302 -0.864241 0.00 0.10 0.17 0.09
O 1.150887 0.016358 0.927721 -0.15 0.09 0.08 -0.16
C 0.188015 -1.022146 0.153210 -0.06 -0.08 -0.05 -0.07
H 0.172305 0.519779 1.057329 0.23 -0.13 -0.02 0.18
C -1.409013 0.683629 -0.905334 -0.02 0.09 -0.09 -0.09
H -0.644968 1.460553 -1.044640 -0.09 -0.15 -0.01 0.07
H 2.175209 1.709892 0.300674 -0.01 -0.14 0.05 0.10
C -2.150097 -1.011431 0.768446 -0.69 -0.47 0.36 -0.27
H 3.173844 0.255091 0.601301 -0.12 0.09 -0.07 0.09
H -2.342988 1.205172 -0.674442 0.16 -0.08 -0.04 0.08
H 0.234399 -1.921599 0.763694 -0.04 0.10 -0.15 0.13
C -1.052254 -0.260562 0.237895 -0.10 -0.21 -0.11 -0.39
H 0.701812 -1.137873 -0.806969 -0.08 0.05 0.10 0.12
H -1.546960 0.173622 -1.868988 0.00 0.02 0.12 0.08
```
Forces are in eV/Å.

Computed properties:
HOMO	-8.02	eV
energy above the lowest of the compared OMol25 structures with the same formula, charge and spin	425.8	kJ/mol
Kohn-Sham gap	8.53	eV
total charge	0

---

No. 3
The following is a quantum chemistry calculation of a 10-piece molecular cluster, C20H30N10 overall at a distorted geometry, from the OMol25 dataset.

Structure (XYZ):
```
60
Properties=species:S:1:pos:R:3:forces:R:3:lowdin_charge:R:1
C -1.566920 -2.713432 1.251098 -1.07 0.36 -0.69 -0.29
N -2.488167 2.506197 1.359373 -0.04 -0.21 -0.11 0.14
N 1.811441 -1.176310 -0.538605 0.45 0.83 1.00 0.17
C -1.639479 -0.190523 -3.998175 -1.20 0.38 -0.57 -0.27
H 2.523102 1.512145 -1.368820 0.75 -0.11 -1.11 0.08
C 3.170987 1.560907 -2.297303 -2.61 -0.89 0.49 -0.05
H 2.121439 0.028013 3.578107 -0.61 -0.22 0.33 0.07
N 2.863583 2.426026 1.780961 0.04 0.27 -0.08 0.12
N 5.162086 -1.134674 -3.028786 0.73 0.15 -0.16 0.14
H 3.955428 0.850555 -2.230196 0.62 -0.76 0.14 0.02
N 1.840387 1.006413 -4.486496 -1.16 -0.51 -1.92 0.14
H -4.446934 -0.380083 0.102492 0.71 -0.27 0.24 0.03
H 0.012656 1.146282 -0.013624 -0.32 0.01 0.21 0.07
N -7.547046 -0.401390 -0.472384 2.22 0.35 0.43 0.12
H -4.814107 0.548276 -1.385584 0.20 -0.05 0.83 0.10
N -2.969498 1.819962 6.291284 -0.80 -0.69 0.19 0.14
C 2.680072 1.350177 2.131048 -0.04 0.13 -0.38 -0.30
H 3.358518 -0.552488 2.544387 0.49 -0.34 -0.24 0.08
H -3.789064 0.898756 3.476873 0.49 0.40 -0.56 0.08
C -3.415001 -0.078084 3.173267 -3.09 -0.13 0.60 -0.09
H 8.268677 -1.914443 -3.450743 -0.61 0.21 -0.27 0.09
H 0.899326 -3.718793 -2.115892 0.58 0.06 -0.33 0.09
N -2.485451 -2.393936 0.626297 0.72 -0.03 0.53 0.16
C -1.193129 3.375114 5.290330 1.49 0.90 2.16 -0.07
H -0.555816 2.925335 4.582848 0.48 -0.60 -1.13 0.06
H -1.649940 0.996215 -5.766911 -0.89 0.89 0.11 0.08
C -1.126985 0.214499 -5.277821 1.37 -0.30 0.04 -0.07
C -1.885029 1.830584 0.650928 0.42 0.00 0.09 -0.27
H 8.060615 -0.175273 -3.768096 0.30 0.34 -0.31 0.08
H 1.714537 -0.497286 1.872304 0.19 0.23 0.46 0.03
H -5.085771 1.297005 0.223648 0.40 0.41 0.32 0.07
C 1.204991 -1.837504 -1.238718 -0.45 -0.89 -0.87 -0.25
C -5.081896 0.369691 -0.317893 0.19 0.24 -1.38 -0.09
H -0.290560 -4.194344 1.551085 0.88 -1.27 -0.41 0.06
H -3.850569 -0.402923 2.214466 0.64 0.33 0.25 0.06
H -1.307239 -0.029230 -0.189471 -0.14 0.10 -0.15 0.04
C 2.431319 -0.010752 2.548847 -0.11 -0.06 -0.12 -0.09
H 3.571199 2.527574 -2.345747 0.50 1.45 -0.29 0.06
H -1.187521 1.413287 -1.236153 -0.25 0.01 -0.99 0.05
N -0.929518 -0.440787 3.419357 3.70 -0.53 0.35 0.18
C -2.211718 2.499524 5.777682 0.10 0.14 0.04 -0.30
H 0.422405 -2.518429 1.846530 -0.47 -0.91 0.18 0.07
C -1.052776 1.028217 -0.255624 0.35 0.06 1.05 -0.07
C 0.581289 -2.687285 -2.245568 0.11 -0.20 0.83 -0.04
H -1.554874 4.322103 4.959984 -0.48 0.48 -0.49 0.07
H 8.147020 -0.830968 -2.146129 0.03 0.40 0.66 0.07
C -6.421707 -0.117579 -0.346769 -3.65 -0.73 -0.51 -0.30
H -3.945693 -0.667547 3.931094 0.35 -0.43 -0.06 0.10
H -0.703214 -3.342624 3.018325 0.24 0.10 0.09 0.08
H -0.475350 -2.757300 -2.115095 -0.90 0.49 0.08 0.06
H 0.818384 -2.238688 -3.188886 0.12 -0.21 -0.73 0.08
C 7.764314 -0.989405 -3.134241 0.22 -0.56 -0.16 -0.07
C 6.309836 -1.054509 -3.107912 -0.65 -0.55 0.23 -0.25
H -1.087717 -0.575032 -6.007346 0.17 -0.64 0.01 0.08
C -2.030002 -0.247216 3.319786 -2.04 0.41 -0.47 -0.32
C -0.419812 -3.240047 1.973507 -0.28 1.80 0.28 -0.07
C 2.360522 1.248948 -3.513523 2.05 0.83 2.89 -0.23
H -0.515008 3.615687 6.171530 -0.80 -0.30 -0.89 0.11
H -0.125695 0.571682 -5.056770 0.28 0.00 -0.52 0.01
N -2.204917 -0.380266 -3.022186 0.07 -0.39 0.81 0.15
```
Forces are in eV/Å.

Computed properties:
HOMO	-11.01	eV
energy above the lowest of the compared OMol25 structures with the same formula, charge and spin	62.0	kJ/mol
Kohn-Sham gap	11.36	eV
SMILES	CC#N.CC#N.CC#N.CC#N.CC#N.CC#N.CC#N.CC#N.CC#N.CC#N
total charge	0

---

No. 4
The following is a quantum chemistry calculation of C7H14IrPS as an isolated structure at a distorted geometry, from the OMol25 dataset.

Structure (XYZ):
```
24
Properties=species:S:1:pos:R:3:forces:R:3:lowdin_charge:R:1
Ir 0.528816 0.839565 0.064400 2.48 0.95 -3.46 0.78
H 0.043881 3.879266 0.407894 -0.45 -0.45 -0.07 -0.07
C -1.000584 -1.940259 -2.516123 0.69 0.74 0.66 -0.07
H 1.001799 1.401651 2.754843 -0.14 -0.10 0.23 0.03
H 1.914320 -0.518578 -1.657188 -0.63 -0.33 0.02 0.09
S -0.206419 -0.334927 1.658625 -1.02 -2.19 3.39 0.59
H 1.657664 -1.652793 0.936399 0.09 0.01 0.09 0.02
H -2.265101 -0.148117 -2.946692 0.19 -0.20 0.02 0.11
P -0.693965 2.712937 0.027690 -1.28 1.65 -0.28 0.52
H 0.732675 -2.444571 2.246587 0.11 -0.05 0.00 0.05
C -0.224953 0.259400 -2.042196 2.19 -2.18 -0.05 -0.30
C 1.167895 -1.508945 1.896255 -0.49 -0.41 0.30 -0.32
H 0.808092 -2.999046 -1.724558 -0.10 -0.01 -0.07 0.11
H -1.232199 3.148682 -1.223148 0.14 -0.04 0.52 -0.07
H 0.058881 1.195275 -2.548213 -0.21 -0.39 0.35 0.09
H 0.226031 0.265613 3.942212 -0.02 0.17 -0.17 0.06
C 0.274157 -2.076039 -1.903305 -0.90 0.64 0.10 -0.04
H -1.621146 -2.768308 -2.864139 0.22 0.36 0.20 0.12
C 0.840392 -0.747045 -1.576488 -1.74 2.24 -2.11 -0.30
C -1.339003 -0.574720 -2.571610 0.51 -0.46 0.44 -0.04
C 0.101189 0.832699 3.013313 -0.30 -0.08 0.43 -0.37
H -0.773153 1.487525 3.099714 0.22 -0.15 -0.03 0.04
H 1.846706 -1.112946 2.648617 0.04 0.08 -0.17 0.06
H -1.845984 2.803671 0.877101 0.40 0.20 -0.36 -0.08
```
Forces are in eV/Å.

Computed properties:
HOMO (alpha / beta)	-9.07 / -12.98	eV
spin multiplicity	6
energy above the lowest of the compared OMol25 structures with the same formula, charge and spin	0.0	kJ/mol
Kohn-Sham gap (alpha / beta)	6.55 / 6.98	eV
total charge	+1